{
  "formula": "C5H9NO",
  "method": "ωB97M-V with the def2-TZVPD basis set",
  "elements": ["C", "C", "N", "C", "C", "C", "O", "H", "H", "H", "H", "H", "H", "H", "H", "H"],
  "positions_angstrom": [[1.57367, 0.95238, 0.63526], [1.13922, -0.47234, 0.91537], [-0.11463, -0.89360, 1.54553], [0.05395, -1.08104, 0.11346], [-0.62945, -0.15766, -0.85764], [-2.07337, -0.05535, -1.07483], [-1.37336, 0.93388, -0.32952], [2.07372, 0.97539, -0.34095], [2.29498, 1.31507, 1.37125], [0.74081, 1.65741, 0.59655], [1.96013, -1.14019, 1.16875], [-0.78921, -0.14512, 1.66404], [0.13202, -2.11774, -0.20470], [0.01445, 0.14059, -1.68637], [-2.43697, 0.26764, -2.05036], [-2.77316, -0.65019, -0.49262]],
  "atomic_forces_ev_per_a": [[0.0, 0.0, 0.0], [0.2, -0.1, -0.1], [-0.3, 0.0, 0.0], [-0.1, -0.1, -0.3], [0.2, -0.1, -0.1], [-0.2, -0.1, -0.1], [0.0, 0.2, 0.1], [0.0, 0.0, 0.1], [-0.1, -0.1, 0.0], [0.0, -0.1, 0.0], [-0.1, 0.1, 0.1], [0.3, 0.4, 0.2], [0.0, 0.1, -0.1], [-0.1, -0.1, 0.0], [0.0, 0.0, 0.2], [0.2, -0.1, 0.0]],
  "lumo_energy_ev": 1.1,
  "de_lowest_kj_mol": 291.55,
  "homo_energy_ev": -9.3,
  "smiles": "C[C@H]1N[C@H]1[C@H]1CO1",
  "spin_multiplicity": 1,
  "gap_ev": 10.451,
  "largest_force_ev_per_a": 0.51
}